Below is a molecular structure, C25H43BrN2P2Sr in a non-equilibrium geometry, with properties calculated with ωB97M-V/def2-TZVPD.

Each line ends with the Mulliken charge.
Element x y z (Å)
Sr 0.3693 -1.4050 -2.7200  1.637
Br -1.2198 0.8561 -1.1180  -0.657
P -0.7356 -0.0780 2.4361  0.686
P -1.9579 4.6620 -2.3705  -0.182
N -2.1695 -1.8668 -2.2653  -0.574
N 6.3535 -6.7417 -0.3709  -0.517
C 5.2887 -4.5869 -0.2670  -0.368
C 6.3052 -5.4880 0.0855  -0.397
C -0.3912 6.0955 -0.5572  -1.285
C -0.8603 -2.5003 3.8821  -1.308
C 1.1579 1.8462 3.2486  -1.211
C -1.6039 3.2686 -3.4936  0.083
C -0.1519 -2.1047 0.6032  -0.959
C -0.5352 4.7117 -1.2038  0.334
C 4.3316 -6.3568 -1.6060  -0.529
C -0.1600 -1.1389 3.7620  -0.714
C 0.7897 -2.7911 -0.1572  -0.766
C -0.2271 1.6208 2.6287  -0.270
C 0.0810 -0.7705 0.9932  0.024
C -3.2336 -0.1305 3.6581  -1.189
C 5.4045 -7.1642 -1.2144  -0.322
C 2.0402 -0.7180 -0.4406  -1.146
C -3.2765 4.0426 -1.2274  -0.030
C -4.6869 4.4865 -1.6329  -1.282
C 3.0782 -2.8136 -1.2163  -0.342
C 1.9870 -2.1333 -0.5799  0.399
C 4.2497 -5.0098 -1.1448  0.716
C 3.1075 -4.1619 -1.4711  -0.336
C -1.2385 3.7279 -4.9062  -1.368
C -2.5196 -0.1300 2.3042  -0.340
C 1.1331 -0.0569 0.3540  0.120
H -4.8260 5.5541 -1.4112  0.336
H 1.3191 1.2517 4.1636  0.337
H 3.5650 -6.7904 -2.2354  0.344
H -2.4881 2.6125 -3.5067  0.342
H -2.7859 -1.0135 1.7081  0.464
H -0.7193 3.9337 -0.4507  -0.484
H 1.9541 1.6065 2.5329  0.290
H -1.9995 4.3840 -5.3411  0.364
H 5.4954 -8.1825 -1.5920  0.367
H 2.8689 -0.1701 -0.9133  0.365
H -0.2793 2.0249 1.6156  0.141
H -3.0385 4.4755 -0.2435  0.344
H 7.1119 -5.1918 0.7752  0.354
H -1.0728 -2.6224 0.9207  0.763
H 1.2288 1.0363 0.4441  0.319
H 0.5573 6.1490 -0.0134  0.388
H -0.2835 4.2633 -4.9192  0.331
H 1.2314 2.9081 3.5055  0.441
H -1.0086 2.1481 3.1962  0.574
H -4.8932 4.3291 -2.6993  0.318
H -2.3058 -2.4071 -1.4040  0.186
H -1.1943 6.2980 0.1617  0.310
H 2.2244 -4.6853 -1.8791  0.346
H -2.8991 -2.1849 -2.8970  0.264
H -1.4076 -2.5804 4.8340  0.334
H -1.1393 2.8533 -5.5565  0.368
H -5.4382 3.9314 -1.0579  0.378
H -0.1200 -3.3128 3.8681  0.307
H 4.0019 -2.2061 -1.2990  0.472
H -2.8109 0.7515 1.7165  0.393
H -0.2485 -0.5651 4.6990  0.561
H -2.4043 -0.8911 -1.9943  0.201
H -3.1789 2.9509 -1.1702  -0.084
H -0.3947 6.9043 -1.2987  0.368
H 5.2999 -3.6075 0.2068  0.336
H -0.7725 2.6999 -3.0446  -0.051
H -4.1860 0.4138 3.5480  0.391
H 0.3757 4.4474 -1.7566  0.411
H 0.9048 -1.2979 3.5600  0.602
H -2.6550 0.3654 4.4555  0.318
H 0.7448 -3.8811 -0.2876  0.304
H -1.5788 -2.7153 3.0789  0.347
H -3.4644 -1.1581 3.9887  0.335

Values from the calculation:
max |F| = 0.0327 hartree/bohr
frontier orbital gap = 4.39 eV
calculated total energy = -4374.85101 Eh
charge = +2